## a
ORCA calculation (ωB97M-V/def2-TZVPD) on an isolated molecule of C20H30N2O5S.

```
58
C20H30N2O5S ωB97M-V/def2-TZVPD
C 3.9881 -2.8766 -0.0308
C 3.0954 -1.9019 -0.7310
C 2.0181 -2.3662 -1.4834
C 1.1910 -1.4819 -2.1517
C 1.4409 -0.1257 -2.0659
S 0.3439 1.0235 -2.8755
O 0.9983 2.2925 -2.9993
O -0.2219 0.3986 -4.0359
N -0.8275 1.1550 -1.6748
C -1.2987 2.4901 -1.3327
C -1.6117 2.4630 0.1720
O -2.6846 2.7181 0.6729
N -0.5217 2.1157 0.8892
C -0.5886 1.7601 2.2854
C -0.3946 0.2548 2.5236
C 1.0396 -0.1899 2.2329
C 1.2117 -1.6732 2.5430
C 0.2335 -2.5104 1.7052
C 0.4110 -3.9588 2.0906
O -0.1113 -4.5095 3.0204
O 1.2734 -4.5960 1.2799
C -1.2034 -2.0577 1.9689
C -1.3614 -0.5705 1.6747
C -2.4314 2.9861 -2.2474
C -2.7506 4.4458 -1.9339
C -3.6906 2.1273 -2.1433
C 2.4985 0.3578 -1.3226
C 3.3259 -0.5326 -0.6580
H 4.6274 -2.3762 0.6918
H 3.3932 -3.6338 0.4752
H 4.6239 -3.3831 -0.7564
H 1.8342 -3.4288 -1.5406
H 0.3629 -1.8225 -2.7527
H -1.5886 0.5208 -1.8697
H -0.4318 3.1445 -1.4831
H 0.3091 1.8551 0.3812
H -1.5791 2.0681 2.6287
H 0.1696 2.3230 2.8398
H -0.6058 0.0661 3.5816
H 1.7399 0.3893 2.8387
H 1.2772 -0.0198 1.1804
H 1.0143 -1.8544 3.6019
H 2.2363 -1.9812 2.3277
H 0.4855 -2.3970 0.6469
H 1.3796 -5.5183 1.5652
H -1.8893 -2.6354 1.3464
H -1.4488 -2.2639 3.0122
H -2.3873 -0.2601 1.8788
H -1.1595 -0.3863 0.6165
H -2.0418 2.9181 -3.2720
H -1.8584 5.0615 -2.0234
H -3.4996 4.8219 -2.6264
H -3.1377 4.5311 -0.9225
H -4.4643 2.5346 -2.7896
H -4.0564 2.1251 -1.1205
H -3.5024 1.1018 -2.4582
H 2.6683 1.4228 -1.2915
H 4.1585 -0.1606 -0.0791
```

Results
Kohn-Sham gap   9.88 eV
HOMO level   -0.347 Eh
M   410.5 g mol⁻¹
LUMO energy   0.4 eV

---

## b
ORCA calculation (ωB97M-V/def2-TZVPD) on an isolated molecule of C20H30N2O5S.

```
58
C20H30N2O5S ωB97M-V/def2-TZVPD
C -7.4661 -0.6959 3.7631
S -5.9842 -0.8606 2.7505
C -5.5866 0.9045 2.5256
C -4.9589 1.5370 3.7578
C -4.7264 1.0577 1.2581
O -4.4916 2.4195 0.9609
C -3.3566 0.4015 1.4305
O -2.4332 0.9638 1.9887
N -3.2802 -0.8615 0.9509
C -2.0873 -1.6649 1.0890
C -1.2699 -1.7425 -0.2007
O -2.1690 -2.3456 -1.1374
C -0.8390 -0.3620 -0.6995
C 0.2661 0.2454 0.1645
N 1.3960 -0.6693 0.2531
C 2.5126 -0.6013 -0.5341
O 3.2792 -1.5404 -0.6478
C 2.7595 0.7260 -1.2511
C 4.1067 0.7896 -1.9139
C 4.3785 0.0331 -3.0505
C 5.6182 0.0961 -3.6576
C 6.6233 0.9110 -3.1423
C 7.9713 0.9284 -3.8124
O 8.7543 1.9960 -3.3017
C 6.3585 1.6665 -2.0121
C 5.1080 1.6032 -1.4077
C 1.0418 -1.9527 0.8396
C -0.0438 -2.6333 0.0065
H -7.8381 -1.7022 3.9456
H -7.2436 -0.2295 4.7208
H -8.2348 -0.1270 3.2412
H -6.5383 1.3985 2.2998
H -4.7026 2.5771 3.5552
H -5.6533 1.5085 4.5977
H -4.0476 1.0129 4.0401
H -5.2505 0.5663 0.4301
H -5.3210 2.8099 0.6676
H -4.0471 -1.2390 0.4206
H -1.4994 -1.2367 1.8980
H -2.3742 -2.6810 1.3662
H -1.7240 -2.4151 -1.9888
H -0.4647 -0.4745 -1.7241
H -1.7019 0.3044 -0.7389
H 0.5786 1.2026 -0.2409
H -0.1146 0.4397 1.1694
H 1.9674 0.8614 -1.9946
H 2.6572 1.5454 -0.5376
H 3.6131 -0.6179 -3.4555
H 5.8109 -0.4976 -4.5449
H 8.4705 -0.0315 -3.6340
H 7.8329 1.0333 -4.8945
H 9.6382 1.9297 -3.6716
H 7.1294 2.3071 -1.6079
H 4.9142 2.2006 -0.5238
H 1.9355 -2.5678 0.8808
H 0.6969 -1.7774 1.8622
H -0.3504 -3.5762 0.4660
H 0.3797 -2.8734 -0.9744
```

Results
Kohn-Sham gap   9.16 eV
HOMO level   -0.318 Eh
M   410.5 g mol⁻¹
LUMO energy   0.5 eV

---

Name the most stable of them. a.

---

## a
ORCA calculation (ωB97M-V/def2-TZVPD) on a cluster of 2 separate species, CH2O4Si in total.

```
8
CH2O4Si ωB97M-V/def2-TZVPD
O 0.5482 0.3917 0.3762
Si 0.6656 -1.0967 0.5846
O 0.5379 -2.2029 -0.5817
H 0.8960 -1.9308 1.7310
H 0.3985 -1.9563 -1.4938
O -0.5013 2.5706 -1.1805
C -0.9962 2.2502 -0.1995
O -1.5487 1.9741 0.7636
```

Results
Kohn-Sham gap   11.43 eV
HOMO level   -0.412 Eh
M   106.1 g mol⁻¹
LUMO energy   0.2 eV

---

## b
ORCA calculation (ωB97M-V/def2-TZVPD) on an isolated molecule of CH2O4Si.

```
8
CH2O4Si ωB97M-V/def2-TZVPD
O 1.8452 -1.6809 0.5287
C 1.0897 -0.8649 0.1941
O 1.5258 0.4601 -0.0291
O 0.3469 1.4167 -0.0638
Si -1.0318 0.4618 -0.1713
O -0.2263 -0.9775 0.1229
H -1.5120 1.0986 -1.3466
H -2.0375 0.0860 0.7649
```

Results
Kohn-Sham gap   10.76 eV
HOMO level   -0.414 Eh
M   106.1 g mol⁻¹
LUMO energy   -0.5 eV

---

Name the most stable of them. a.

---

## a
ORCA calculation (ωB97M-V/def2-TZVPD) on a cluster of 2 separate species, C6H12O2 in total.

```
20
C6H12O2 ωB97M-V/def2-TZVPD
C 1.2071 -0.7277 -2.6030
C 0.8922 -1.2321 -1.1742
C 0.1301 3.0376 1.3393
C -0.3193 1.8857 0.8538
O -1.3920 1.2295 1.3125
C 0.5716 0.9815 -0.0026
C 0.1321 -0.2154 -0.4226
H 1.6002 0.4254 -2.6850
H 1.7934 -1.4174 -3.0637
H 0.3546 -0.5968 -3.1987
H 2.0611 -1.3594 -0.7178
H 0.6597 -2.2719 -1.3552
H -0.6014 3.6266 1.9525
H 1.1434 3.4345 1.3368
H -2.1881 1.6898 0.9675
H 1.5892 1.3659 0.2538
H -0.9113 -0.4956 -0.3855
H -1.5251 -2.9196 2.7307
H -2.7505 -3.5747 2.2007
O -2.4469 -2.8658 2.6608
```

Results
Kohn-Sham gap (spin up / spin down)   9.57 / 6.03 eV
HOMO level (spin up / spin down)   -0.520 / -0.520 Eh
Spin multiplicity   2
M   116.2 g mol⁻¹
LUMO energy (spin up / spin down)   -4.6 / -8.1 eV
Expectation value of S²   0.781
Total charge   +1

---

## b
ORCA calculation (ωB97M-V/def2-TZVPD) on a cluster of 2 separate species, C6H12O2 in total.

```
20
C6H12O2 ωB97M-V/def2-TZVPD
C -0.7836 -2.5374 -2.0124
C 0.7007 -2.1614 -1.6300
C 1.2228 0.8601 2.2306
C 0.6807 0.6529 0.9315
O 0.0068 1.6441 0.2336
C 0.6275 -0.6307 0.2739
C 0.7120 -0.7963 -1.1004
H -1.0138 -3.5176 -1.5967
H -1.5983 -1.8807 -1.5843
H -1.0271 -2.5541 -3.0717
H 1.3074 -2.2461 -2.5266
H 1.0921 -2.8854 -0.9106
H 0.6733 1.3318 3.0511
H 2.3108 1.0249 2.2521
H 0.8004 2.1394 0.7320
H 0.7855 -1.5336 0.8420
H 0.4394 0.0499 -1.7197
H -1.5294 2.2115 0.5462
H -2.3576 1.9098 1.7686
O -2.3458 2.5102 1.0149
```

Results
Kohn-Sham gap (spin up / spin down)   7.95 / 7.04 eV
HOMO level (spin up / spin down)   -0.526 / -0.526 Eh
Spin multiplicity   2
M   116.2 g mol⁻¹
LUMO energy (spin up / spin down)   -6.4 / -7.3 eV
Expectation value of S²   0.754
Total charge   +1

---

Name the most stable of them. a.

---

## a
ORCA calculation (ωB97M-V/def2-TZVPD) on an isolated molecule of C4H4ClFOS.

```
12
C4H4ClFOS ωB97M-V/def2-TZVPD
O 2.0458 -0.2168 -2.3614
C 1.5131 -0.1681 -1.2486
C 0.0496 -0.1743 -1.2101
F -0.3600 -0.0406 -2.5225
C -0.7465 -0.2602 -0.1825
Cl -2.3911 -0.3447 -0.1267
C -0.1678 -0.2979 1.1841
S -0.5966 1.1866 2.1654
H 2.1667 0.0899 -0.2334
H -0.4548 -1.2368 1.8665
H 0.8901 -0.1793 1.0917
H -1.9484 1.6422 1.5776
```

Results
Kohn-Sham gap   9.10 eV
HOMO level   -0.355 Eh
M   154.6 g mol⁻¹
LUMO energy   -0.6 eV

---

## b
ORCA calculation (ωB97M-V/def2-TZVPD) on an isolated molecule of C4H4ClFOS.

```
12
C4H4ClFOS ωB97M-V/def2-TZVPD
F -1.2800 0.8129 2.4518
C -0.4951 1.3456 1.4214
C 0.2044 0.1896 0.6921
C 1.4872 0.2012 0.4628
Cl 2.3165 -0.9965 -0.4513
O -0.5838 -0.9103 0.2756
C -1.2116 -0.7900 -0.9004
S -1.4197 0.5027 -1.8094
H -1.1816 1.8629 0.7866
H 0.2506 2.0589 1.8601
H 2.2059 0.9735 0.8184
H -1.6586 -1.7104 -1.1683
```

Results
Kohn-Sham gap   9.52 eV
HOMO level   -0.344 Eh
M   154.6 g mol⁻¹
LUMO energy   0.2 eV

---

Name the most stable of them. b.

---

## a
ORCA calculation (ωB97M-V/def2-TZVPD) on a structure of composition C2HClN2S.

```
7
C2HClN2S ωB97M-V/def2-TZVPD
C 0.8423 -0.7874 2.3614
C 0.6899 -0.3411 1.2081
N -1.7401 0.1804 -1.3574
N -1.3778 0.2284 -2.4254
S -0.1470 0.6363 0.0956
Cl 0.0562 1.1333 -2.8284
H 1.6765 -1.0499 2.9462
```

Results
Kohn-Sham gap (spin up / spin down)   6.24 / 6.23 eV
HOMO level (spin up / spin down)   -0.330 / -0.330 Eh
M   120.6 g mol⁻¹
LUMO energy (spin up / spin down)   -2.8 / -2.8 eV

---

## b
ORCA calculation (ωB97M-V/def2-TZVPD) on a cluster of 2 separate species, C2HClN2S in total.

```
7
C2HClN2S ωB97M-V/def2-TZVPD
S -1.6477 1.7578 0.6129
C -0.8710 0.5358 1.1770
N -0.5271 -0.5929 1.4211
Cl 0.8887 -1.3697 1.8239
C 0.7071 -0.1887 -1.8005
N 1.7187 -0.3454 -1.3217
H -0.2687 0.2031 -1.9125
```

Results
Kohn-Sham gap   9.11 eV
HOMO level   -0.358 Eh
M   120.6 g mol⁻¹
LUMO energy   -0.6 eV

---

Name the most stable of them. b.